Record 1
The following is a DFT calculation (ωB97M-V/def2-TZVPD) of a structure of composition C47H100CdNO22Zn at a distorted geometry.

Structure (XYZ):
```
172
Properties=species:S:1:pos:R:3:forces:R:3:mulliken_charge:R:1
Zn -13.406837 2.557824 -18.934707 1.388 -0.098 -0.159 0.514
Cd -11.906700 7.997872 -24.618039 0.165 -0.300 -1.997 3.034
C -9.967573 0.676521 -19.024457 0.462 0.038 0.179 -1.859
C -10.582150 -0.214873 -17.929066 0.571 -0.839 -0.261 1.479
C -9.350448 -0.671884 -17.102172 -0.932 -0.226 1.044 -1.260
C -9.752153 -1.238735 -15.723225 0.229 0.572 -0.835 -0.867
C -10.614944 -0.221811 -14.994190 0.090 -1.000 0.202 -1.223
C -11.895377 0.198919 -15.762753 1.657 -0.826 0.569 1.438
N -11.514627 0.557688 -17.128055 0.765 1.716 0.553 0.791
O -12.598775 1.019378 -17.876484 -1.303 -0.022 -0.943 0.003
C -12.430378 1.412079 -14.991150 -0.598 0.039 -0.650 -1.825
C -12.856976 -0.984762 -15.672239 -2.045 0.193 -0.734 -1.695
C -11.204549 -1.488149 -18.574914 -0.159 0.624 -0.299 -1.186
H -10.651531 0.977161 -19.816284 0.043 -0.017 0.046 -0.421
H -9.059388 0.225701 -19.437114 -0.452 -0.652 -0.393 0.771
H -9.474234 1.554127 -18.597952 -0.747 0.315 0.320 0.414
H -8.724258 0.209991 -16.958183 0.275 -0.142 0.048 0.404
H -8.838883 -1.458948 -17.654655 0.274 0.306 -0.225 0.517
H -8.875044 -1.472651 -15.115111 0.112 0.071 -0.071 0.426
H -10.286232 -2.186074 -15.830808 -0.105 0.031 -0.141 0.324
H -10.008548 0.627336 -14.674848 -0.060 0.139 -0.189 0.390
H -10.903313 -0.788158 -14.101629 -0.384 0.601 0.316 0.364
H -12.856826 1.078902 -14.044454 0.014 0.059 0.038 0.546
H -13.201414 1.915006 -15.578241 -0.133 -0.087 0.088 0.221
H -11.662132 2.158798 -14.791266 0.190 -0.182 -0.073 0.229
H -12.531334 -2.009108 -15.852313 0.744 0.212 0.215 0.306
H -13.608033 -0.838497 -16.459653 -0.015 0.124 -0.032 0.209
H -13.456256 -0.979408 -14.757965 0.308 -0.020 0.216 0.481
H -10.429255 -2.105509 -19.031795 0.017 0.005 0.001 0.394
H -11.886213 -1.171896 -19.366424 -0.099 -0.135 0.069 -0.121
H -11.771831 -2.088120 -17.866142 0.082 0.007 0.062 0.320
C -14.159221 5.626017 -21.899381 1.743 0.703 -1.099 0.368
C -13.666633 4.663624 -21.026851 -2.230 0.098 0.809 0.851
C -12.233693 4.204734 -21.050402 1.379 -1.073 -0.508 0.668
O -11.894070 3.152242 -20.425223 -1.301 -0.144 0.922 1.769
C -11.287581 4.822769 -21.844468 -0.973 1.333 -1.469 0.923
C -11.726612 5.819129 -22.762454 -0.471 -0.003 0.915 0.794
C -13.264734 6.195848 -22.846311 0.005 -0.400 0.486 -0.384
O -13.579620 6.994209 -23.750400 -1.329 -0.984 1.005 -1.460
O -10.991108 6.489032 -23.511500 0.768 -2.515 1.132 -0.803
O -14.483957 4.120478 -20.211503 1.144 -0.598 0.348 -2.211
H -15.146286 6.055416 -21.825187 -0.178 -0.248 -0.002 0.191
H -10.266167 4.475729 -21.915726 -0.406 0.159 0.227 -1.955
C -8.193976 9.948480 -24.263764 -2.270 -1.210 -0.215 -0.866
C -9.489257 9.411601 -24.291553 0.963 1.231 1.536 1.060
C -10.446072 9.700354 -23.037854 2.413 2.318 0.625 0.214
O -11.613769 9.245697 -23.092823 -0.934 1.174 2.132 -0.622
C -9.977453 10.543367 -22.005556 -1.220 -1.918 -1.698 -1.012
C -8.652552 10.989304 -21.992788 0.776 0.599 2.772 0.377
C -7.730012 10.672285 -23.141508 2.128 0.874 -1.061 0.273
O -6.562487 11.098140 -23.152702 -0.774 -0.092 0.610 -0.704
O -8.219778 11.545213 -20.958375 0.117 -0.210 -1.413 -0.716
O -10.009951 8.731566 -25.222878 0.804 -0.062 -1.043 -0.939
H -7.509652 9.777283 -25.082288 0.013 -0.013 -0.045 0.374
H -10.511840 10.646397 -21.070671 -0.318 0.137 -0.166 0.275
C -12.377867 8.171418 -19.596938 -0.118 0.270 -0.356 0.970
C -13.146189 8.123448 -18.302972 -1.093 -0.062 -0.010 -0.952
O -13.757525 6.848363 -18.070961 0.397 -0.471 0.197 -0.357
H -11.524725 7.499178 -19.685032 0.149 0.147 0.451 0.068
H -12.074257 9.207694 -19.761729 0.273 -0.132 -0.182 0.102
H -13.024290 7.885063 -20.428655 -0.169 0.132 0.033 -0.834
H -14.017004 8.792049 -18.342908 0.370 0.471 -0.212 0.380
H -12.591465 8.450772 -17.420740 0.277 -0.375 -0.078 0.349
H -14.664425 6.909203 -18.405379 -0.064 -0.171 0.336 0.048
C -15.293081 9.438009 -21.647627 0.677 -0.448 -0.371 1.277
C -15.752775 10.797000 -21.164376 -0.469 -0.640 -0.624 -0.782
O -17.041542 10.649331 -20.565217 -0.222 0.159 0.603 -0.554
H -14.327854 9.419605 -22.162626 0.198 0.377 0.288 -0.633
H -15.953316 8.971996 -22.384851 -0.403 0.156 0.232 0.243
H -15.187902 8.772618 -20.789835 -0.081 -0.078 -0.057 -0.679
H -15.861179 11.493725 -21.999859 0.457 0.198 0.127 0.359
H -15.074016 11.167472 -20.397723 -0.051 0.227 -0.125 0.346
H -17.718890 10.782610 -21.230583 0.038 -0.034 -0.089 0.300
C -10.603905 1.222033 -25.038839 0.189 -0.033 -0.733 -1.771
C -10.580577 2.375679 -24.070841 0.220 -0.519 0.573 2.098
O -10.251960 1.827066 -22.798837 -0.358 -0.084 0.276 -0.579
H -10.804865 1.560792 -26.059003 0.092 0.115 -0.004 0.374
H -11.357155 0.463279 -24.823077 -0.007 0.103 0.340 0.316
H -9.621970 0.746746 -25.042199 -0.052 -0.103 0.017 0.429
H -11.555230 2.872167 -24.026380 0.138 0.235 -0.101 -0.435
H -9.766888 3.067114 -24.318546 -0.386 0.286 -0.357 -0.617
H -10.612551 2.394208 -22.102856 0.028 -0.091 0.083 -0.303
C -16.710032 7.257677 -25.409270 0.271 -0.486 0.401 -0.369
C -16.504459 7.377679 -26.912544 -1.119 0.438 1.050 -0.175
O -17.579256 8.223556 -27.357519 0.345 0.011 -0.413 -0.569
H -17.720611 6.968662 -25.118915 -0.177 -0.052 -0.429 0.447
H -16.510895 8.190312 -24.880518 0.179 0.090 -0.215 0.078
H -16.047468 6.498989 -24.987603 0.195 0.126 -0.026 -0.167
H -16.608248 6.406508 -27.398372 0.294 -0.049 -0.016 0.314
H -15.526440 7.833581 -27.078613 0.043 -0.138 -0.342 0.116
H -17.581437 8.221116 -28.320123 -0.023 0.109 0.043 0.302
C -11.080222 5.160722 -27.983415 1.199 0.236 -0.518 -1.735
C -11.002666 5.698799 -26.548107 -0.523 -0.450 -1.227 0.532
O -12.090169 6.603266 -26.333757 -0.079 -0.655 -1.058 -0.183
H -10.386041 4.329456 -28.142140 -0.320 -0.356 0.373 0.424
H -10.657404 5.872425 -28.699429 -0.359 0.419 0.172 0.454
H -12.073521 4.899407 -28.344169 -0.095 -0.167 0.350 0.319
H -10.080766 6.264742 -26.435498 -0.031 -0.067 0.403 0.211
H -11.081276 4.864529 -25.846518 0.237 0.145 0.213 -0.112
H -12.893232 6.156887 -26.647229 -0.146 0.047 0.236 -0.099
C -12.886576 11.622225 -25.525251 0.569 -0.088 -0.202 -1.158
C -13.767725 10.442282 -25.167297 -0.148 0.764 0.235 0.275
O -13.185126 9.254488 -25.714009 -1.957 1.227 -1.261 -0.161
H -13.247403 12.570723 -25.130208 -0.067 -0.034 -0.022 0.392
H -12.719300 11.706037 -26.604020 -0.515 0.101 -0.102 0.374
H -11.868567 11.447419 -25.168641 -0.144 -0.002 0.460 0.176
H -14.806486 10.550964 -25.496781 0.098 -0.015 -0.401 0.364
H -13.856922 10.351291 -24.085680 0.474 -0.374 -0.013 -0.291
H -13.202295 9.368195 -26.671227 0.235 -0.215 0.020 0.197
C -18.947025 4.278672 -23.123766 0.006 1.001 0.567 -1.559
C -17.538125 4.679161 -22.684312 -0.209 -0.377 -0.996 1.323
O -17.200069 4.024667 -21.480492 0.274 0.454 -0.241 -0.570
H -19.652553 4.568111 -22.341379 -0.066 -0.155 0.037 0.371
H -19.081854 3.219296 -23.330374 0.281 -0.033 -0.007 0.355
H -19.214987 4.873678 -23.998149 -0.006 -0.178 -0.176 0.363
H -17.402598 5.765944 -22.631654 -0.499 0.134 0.417 -0.006
H -16.871269 4.444132 -23.526397 0.322 -0.470 0.216 -0.364
H -16.375088 4.437903 -21.170855 -0.003 -0.621 0.249 0.032
C -6.252048 5.482104 -24.044121 0.219 0.348 -0.372 -1.478
C -7.735882 5.650975 -24.304368 -0.459 -0.421 0.780 0.714
O -8.353931 6.052472 -23.079977 0.238 -0.342 -0.208 -0.419
H -5.854248 6.467380 -23.798978 0.206 -0.115 0.184 0.341
H -5.696225 5.095909 -24.902221 -0.230 0.195 -0.254 0.397
H -6.021614 4.767091 -23.253653 -0.350 0.130 0.278 0.229
H -8.171614 4.689012 -24.601589 0.023 -0.071 -0.276 -0.186
H -7.967714 6.395396 -25.069628 0.300 0.027 -0.181 0.160
H -9.321791 6.034294 -23.211984 0.406 0.503 -0.088 -0.043
C -7.791713 2.601886 -20.579120 -0.129 -0.044 -0.789 -1.185
C -8.350712 4.028101 -20.647315 0.319 -1.497 0.219 2.092
O -7.379406 4.907023 -20.118493 -0.421 0.391 0.144 -0.649
H -6.865025 2.556336 -21.158253 0.179 0.063 0.196 0.500
H -8.444843 1.874175 -21.067723 -0.165 0.100 0.176 0.170
H -7.608546 2.288029 -19.554291 0.133 0.096 0.018 0.296
H -9.265413 4.042460 -20.049742 0.181 0.423 0.285 -0.801
H -8.661381 4.259796 -21.670259 0.716 0.189 0.178 -0.375
H -6.740619 5.102411 -20.808885 -0.098 0.145 -0.143 0.422
C -13.912749 0.985675 -22.458666 0.456 -0.112 0.201 -0.800
C -13.741070 0.354708 -21.073588 -0.026 0.187 -1.107 -0.066
O -14.445179 1.174861 -20.128205 -0.104 -0.697 0.084 -0.364
H -14.969395 1.152348 -22.676477 -0.023 0.033 0.026 0.469
H -13.502773 0.337882 -23.236325 0.043 -0.027 0.043 0.396
H -13.382095 1.938102 -22.493656 -0.079 0.055 -0.044 -0.099
H -12.698189 0.277661 -20.774594 -0.083 0.188 0.103 -0.300
H -14.170670 -0.649391 -21.110574 0.012 -0.018 0.412 0.544
H -15.371711 0.982442 -20.302341 -0.163 0.585 0.392 0.254
C -10.806135 5.343570 -17.752895 0.318 -0.127 -0.347 -1.140
C -11.588961 4.129598 -17.257800 0.857 0.891 -0.343 0.845
O -12.951491 4.156727 -17.721152 0.113 -0.278 0.551 -0.332
H -11.216231 6.282139 -17.381013 -0.037 -0.021 0.023 0.360
H -10.721001 5.401550 -18.840262 -0.401 -0.066 -0.034 -0.116
H -9.761665 5.276663 -17.439134 -0.076 -0.063 0.323 0.533
H -11.520148 4.155793 -16.169294 -0.422 -0.380 0.057 0.230
H -11.128168 3.221293 -17.642165 -0.208 -0.187 0.185 -0.615
H -13.317462 5.054684 -17.614292 -0.044 0.167 -0.439 0.266
C -18.542671 6.453181 -19.485184 -0.597 -0.286 -0.585 -1.325
C -17.128615 6.986855 -19.563491 -0.223 -0.237 0.420 0.731
O -16.561346 6.992518 -18.247905 0.335 0.147 -0.043 -0.595
H -18.979052 6.246551 -20.466662 0.204 0.231 -0.158 0.207
H -19.231616 7.145056 -18.995072 0.173 0.112 0.126 0.444
H -18.605434 5.489627 -18.978981 0.323 0.087 0.206 0.337
H -17.067224 7.982310 -20.010264 -0.188 -0.039 0.033 -0.061
H -16.471405 6.323893 -20.125536 -0.137 -0.049 -0.052 0.083
H -17.049140 7.604742 -17.688647 0.008 0.056 -0.060 0.280
C -13.724351 2.712209 -26.081437 0.613 -0.293 0.066 -0.528
C -14.589561 3.924365 -25.798049 -0.338 -0.462 -0.042 0.752
O -14.434770 4.882326 -26.850305 0.027 0.299 0.167 -0.647
H -14.113853 2.098579 -26.896142 -0.171 0.083 0.006 0.450
H -13.550523 2.054370 -25.228296 -0.404 0.074 0.177 -0.117
H -12.716013 3.003095 -26.382563 -0.053 0.308 -0.052 -0.061
H -14.388714 4.407193 -24.840440 0.418 0.125 -0.150 -0.629
H -15.641759 3.631025 -25.733459 -0.037 -0.039 -0.032 0.504
H -15.053210 4.662993 -27.551066 0.069 0.017 -0.066 0.281
```
Forces are in eV/Å.

Calculated values
E_LUMO = 1.10 eV
maximum force = 3.404 eV/A
energy above the lowest of the compared OMol25 structures with the same formula, charge and spin = 101.1 kJ/mol
net charge = -1



Record 2
The following is a DFT calculation (ωB97M-V/def2-TZVPD) of an isolated molecule of C7H7BrIP at a distorted geometry.

Structure (XYZ):
```
17
Properties=species:S:1:pos:R:3:forces:R:3:nbo_charge:R:1
Br 4.103035 -1.665263 1.215044 -0.638 0.372 -0.287 -0.224
P 3.043494 -0.102084 -0.070008 0.652 -0.116 -0.611 0.557
I 2.361279 1.626567 1.553802 -0.120 -0.566 -0.083 -0.078
C 1.527264 -1.024207 -0.719482 -1.856 -0.003 0.119 -0.788
C 0.153344 -0.317053 -0.376687 -0.712 -0.581 0.558 -0.016
C -0.777551 -1.085129 0.455120 -1.037 3.296 -0.725 -0.225
C -2.048931 -0.416890 0.801670 1.627 0.427 -1.172 -0.203
C -2.353337 0.928208 0.306545 1.500 -0.407 -0.339 -0.227
C -1.403993 1.676976 -0.522427 1.139 -2.433 0.380 -0.203
C -0.145367 1.029506 -0.882260 -1.124 -1.479 1.272 -0.235
H 1.528310 -1.112297 -1.847520 0.720 0.377 1.122 0.260
H 1.540038 -2.084276 -0.342014 -0.094 1.129 -0.164 0.257
H -0.546131 -2.103579 0.849963 -0.142 1.103 -0.503 0.227
H -2.742310 -1.004235 1.450713 0.431 0.907 -0.692 0.223
H -3.308817 1.444504 0.563110 0.888 -0.733 -0.123 0.224
H -1.572062 2.708419 -0.906924 -0.184 -1.027 0.522 0.228
H 0.641735 1.500835 -1.528646 -1.051 -0.264 0.726 0.223
```
Forces are in eV/Å.

Calculated values
E_LUMO = -0.35 eV
maximum force = 3.531 eV/A
energy above the lowest of the compared OMol25 structures with the same formula, charge and spin = 0.0 kJ/mol
SMILES string = BrP(I)Cc1ccccc1
net charge = 0



Record 3
The following is a DFT calculation (ωB97M-V/def2-TZVPD) of an isolated molecule of C6H12O at a distorted geometry.

Structure (XYZ):
```
19
Properties=species:S:1:pos:R:3:forces:R:3:nbo_charge:R:1
C 1.626105 1.207979 0.039669 0.091 0.065 0.041 -0.598
C 0.801847 -0.065781 0.206051 -0.001 -0.034 0.088 -0.224
C 1.502253 -1.287787 -0.379919 0.080 -0.081 -0.014 -0.601
C -0.529665 0.139621 -0.454156 0.273 0.159 -0.031 -0.226
C -1.678815 -0.769503 -0.261648 -0.594 0.129 -0.250 -0.453
C -1.790205 0.704162 0.159823 -1.151 -1.548 -0.544 0.076
O -2.416402 0.716136 1.413155 0.444 1.708 1.114 -0.704
H 1.063238 2.072883 0.407339 0.139 -0.088 -0.029 0.214
H 2.574717 1.148443 0.581279 -0.081 0.026 -0.058 0.209
H 1.849486 1.379241 -1.022053 -0.027 -0.037 0.184 0.202
H 0.624130 -0.234983 1.278627 0.066 -0.026 -0.085 0.190
H 2.470809 -1.455936 0.101032 -0.084 0.006 -0.070 0.209
H 1.675708 -1.149645 -1.454755 -0.006 0.002 0.147 0.203
H 0.894552 -2.190990 -0.258231 0.083 0.136 0.008 0.213
H -0.464061 0.454469 -1.497649 0.251 0.401 0.236 0.220
H -2.419156 -1.051536 -0.982145 0.395 -0.546 -0.802 0.218
H -1.569905 -1.475337 0.578298 -0.340 0.606 -0.259 0.201
H -2.280218 1.463953 -0.463718 -0.009 -0.733 0.156 0.186
H -1.884834 0.369128 2.125133 0.471 -0.146 0.166 0.467
```
Forces are in eV/Å.

Calculated values
E_LUMO = 0.96 eV
maximum force = 2.087 eV/A
energy above the lowest of the compared OMol25 structures with the same formula, charge and spin = 209.3 kJ/mol
SMILES string = CC(C)[C@H]1C[C@H]1O
net charge = 0



Record 4
The following is a DFT calculation (ωB97M-V/def2-TZVPD) of a cluster of 2 separate species, C6H14NO in total at a distorted geometry.

Structure (XYZ):
```
22
Properties=species:S:1:pos:R:3:forces:R:3:nbo_charge:R:1
C 1.530316 0.265368 1.779112 -3.345 4.344 5.222 0.500
C 0.789678 1.206781 2.450148 -1.211 -0.520 2.176 -0.766
C -0.542793 -2.207001 -0.162002 3.799 -0.522 0.327 -0.640
C 0.562720 1.220997 -1.342080 0.264 1.574 -0.328 -0.485
C -1.691461 0.517723 -0.612702 1.029 2.025 -1.372 -0.454
C 0.176016 -1.029441 -0.904032 -2.016 -2.838 1.874 -0.299
N -0.248895 0.271693 -0.509388 0.541 0.415 -3.908 0.054
O 2.127627 -0.445264 1.178651 5.363 -6.597 -6.031 -0.466
H 1.312296 1.541501 3.377208 -0.317 0.481 -0.471 0.262
H 0.525874 2.000765 1.768881 -0.930 1.156 0.207 0.200
H -0.051037 0.563967 2.896068 0.551 1.242 -0.825 0.290
H -0.159359 -2.261222 0.901589 -1.274 0.251 -0.916 0.246
H -1.571000 -2.323148 -0.403130 -0.895 0.145 0.408 0.232
H -0.006561 -3.085097 -0.605550 -0.688 0.428 0.257 0.250
H 1.670631 1.270018 -1.008947 -1.989 -0.136 -0.432 0.284
H 0.522226 0.815704 -2.446002 0.098 0.713 2.111 0.271
H 0.019811 2.239775 -1.338198 1.375 -1.523 0.126 0.243
H -1.763948 1.504476 -1.125937 -0.297 -0.565 0.813 0.237
H -2.092217 -0.172343 -1.318072 -0.392 -0.961 -0.219 0.247
H -2.234170 0.531286 0.285406 -0.497 -0.189 1.381 0.267
H -0.091003 -1.258747 -1.918989 -0.669 0.781 -1.037 0.263
H 1.215249 -1.167791 -0.942033 1.500 0.297 0.635 0.266
```
Forces are in eV/Å.

Calculated values
E_LUMO (spin up / spin down) = -2.73 / -7.74 eV
maximum force = 10.424 eV/A
⟨S²⟩ = 2.007
energy above the lowest of the compared OMol25 structures with the same formula, charge and spin = 138.3 kJ/mol
spin multiplicity = 3
net charge = +1